A cluster of 5 separate species, C36H29F3O19 in total. Source: the OMol25 dataset; level of theory: ωB97M-V/def2-TZVPD.

Geometry (Å):
H  0.1561  1.9582  -1.9307
H  0.7979  4.6220  -7.9767
C  0.2563  -2.0688  -0.3236
C  -0.0375  -1.7554  -2.8316
O  0.2608  -2.5909  5.4535
O  3.3117  1.9501  5.3320
H  0.4071  -6.7063  -1.0089
O  -3.8093  4.8624  1.9128
C  -1.6431  -7.5984  2.0286
C  2.1243  -1.4247  6.2889
H  -0.2543  -1.1101  -3.6711
C  1.4592  0.7739  4.4899
O  1.1397  4.0213  -7.3084
C  -4.0685  2.6371  1.0891
H  4.5427  4.1414  -4.7966
C  2.5256  0.8845  5.2937
H  -0.2461  5.3919  -1.4224
C  -5.3256  1.0260  2.3594
F  -0.5883  3.8308  2.0606
C  0.5510  -3.9439  -1.7965
H  0.7657  -4.0158  0.3637
O  0.3057  -3.6666  -4.1511
C  -0.0676  -1.1818  -1.5025
C  1.0576  -1.5311  5.4853
O  -5.8488  -0.1635  2.6129
F  1.1078  4.5831  0.9621
H  2.2428  6.5517  -4.7273
O  -2.1832  -9.3818  3.4611
H  1.1540  1.5514  3.8049
H  -1.1472  3.6572  -0.3892
C  -1.5347  -8.8742  2.4229
C  0.0928  -9.4148  0.5486
H  2.9033  5.6695  -6.4881
H  4.0022  1.7552  5.9954
C  -5.0804  3.4009  3.2369
C  1.1909  6.1715  -2.8627
O  0.9920  7.3475  -2.6097
H  1.5037  2.1601  -0.8540
H  -3.3274  4.7857  1.0680
C  -4.5949  1.3004  1.2696
C  -0.0131  -8.1377  0.1452
C  2.2850  3.5947  -2.9488
C  0.5952  5.0931  -2.0402
H  2.4153  -2.2044  6.9783
C  -0.3292  2.9918  -0.1159
O  -0.6092  -10.9933  2.1596
O  -6.3101  1.7204  4.3516
O  0.7914  -5.1161  -2.0454
O  -3.4014  2.9814  0.1285
H  -5.2863  4.1375  4.0003
C  0.3350  3.5060  1.1301
C  2.5828  4.5423  -4.0667
C  3.5075  4.0331  -5.1372
C  2.0560  5.7715  -3.9984
C  -4.3458  3.6746  2.1498
H  -0.4187  -2.3965  4.7781
C  2.5434  3.8455  -7.5114
F  1.1099  2.5507  1.6873
H  0.7161  -10.1336  0.0360
O  -0.3141  -0.6346  3.8289
H  4.3607  4.8252  -6.9520
O  0.6295  -7.6583  -0.9032
H  0.5333  -4.5987  -3.9680
H  3.3617  2.9538  -5.2402
C  2.9304  -0.2189  6.2409
C  0.6652  -0.4355  4.5263
C  0.6277  2.6750  -1.2620
C  -0.6461  -9.8623  1.7082
C  0.5440  -3.3705  -0.4732
H  2.7653  2.7834  -7.3880
C  1.1112  3.8577  -2.0569
H  -6.3274  -0.0738  3.4609
H  2.8042  4.1619  -8.5272
H  -4.3787  0.5610  0.5114
O  2.9918  2.6217  -2.7645
C  -0.8880  -7.1443  0.8769
O  -0.9143  -6.0012  0.4580
H  -1.9112  -10.3196  3.5151
H  -2.2751  -6.8836  2.5361
O  3.9228  -0.0300  6.9194
H  -0.8018  2.0538  0.1865
C  3.3623  4.6800  -6.5263
O  -0.3325  -0.0126  -1.2779
C  0.2544  -3.0548  -2.9777
O  0.2333  -1.4726  0.8569
C  -5.6234  2.0687  3.4094
H  -0.0031  -0.5379  0.7124

Atomic forces in eV per Å
0.0207 0.1366 -0.0494
0.0573 -0.0368 0.1015
0.0394 -0.0530 0.1061
-0.0430 0.1057 0.0060
0.0207 0.0404 -0.0146
-0.0157 -0.0484 0.0150
0.1606 0.0047 -0.0624
-0.0267 -0.0430 -0.0226
-0.0108 0.1148 -0.0414
0.1146 0.0186 0.0872
-0.0020 -0.0157 -0.0093
-0.1634 0.0282 -0.1284
0.0000 -0.1913 0.0599
-0.0280 -0.3145 -0.0457
-0.1306 0.0237 0.1372
-0.0224 0.0978 -0.0817
0.1879 -0.0451 0.0620
0.0204 -0.1410 -0.1014
-0.1020 0.0360 0.0563
0.0205 0.0534 0.2906
-0.0441 0.0190 0.0190
-0.0012 -0.0030 0.0413
0.0022 0.0485 -0.2971
0.0132 -0.1541 0.0825
0.0045 0.0430 0.0056
0.1006 0.1070 -0.1267
0.0849 -0.0545 0.0550
0.0262 0.0053 -0.0286
0.0676 0.0404 0.0260
0.1354 0.0541 -0.0474
-0.1115 0.0885 0.1112
0.0037 -0.1391 0.0608
0.0761 0.0052 0.0822
0.0101 -0.0334 0.0232
-0.0816 -0.0327 0.1171
0.0342 0.3919 0.0708
-0.0935 -0.4605 -0.1802
-0.0433 -0.0183 -0.1544
0.0117 -0.0302 -0.0237
0.0750 0.0245 -0.1141
0.0857 -0.0779 -0.1083
0.2596 -0.2714 0.1002
0.0854 -0.2888 -0.0442
-0.0124 -0.0135 -0.0112
-0.0938 -0.3310 -0.1891
-0.0731 -0.0199 0.0834
-0.0251 -0.1116 0.0033
-0.0611 -0.0183 -0.1170
-0.0536 0.1688 0.0592
0.0125 0.0192 -0.0154
-0.2477 -0.0925 0.0519
-0.2134 0.3342 -0.0778
0.0208 0.1006 -0.2509
0.0862 -0.3063 0.0370
-0.0072 0.1208 0.0959
-0.0033 0.0308 -0.0318
-0.1072 0.5918 -0.0333
0.2165 -0.0940 0.0314
0.0149 0.0251 -0.0188
-0.0726 -0.0871 0.0190
-0.0711 -0.0605 0.0217
-0.1382 0.0191 0.1295
0.0058 -0.0174 0.0327
0.0026 0.0641 0.1311
-0.1020 -0.2719 0.0676
0.1042 0.2702 -0.0598
0.3266 0.5505 0.3421
0.1806 -0.0020 -0.2389
0.0641 -0.1568 -0.0136
0.0040 0.0162 -0.1101
-0.3151 0.2947 -0.0024
-0.0073 0.0343 0.0266
0.0283 -0.2395 0.0199
-0.0170 -0.0104 0.0083
-0.2349 0.1489 -0.1277
-0.1597 0.0023 0.2048
0.0495 -0.0073 -0.0720
0.0333 -0.0260 -0.0255
-0.0008 -0.0116 0.0138
0.0409 0.1045 -0.0096
-0.0574 0.1237 -0.0197
0.1449 -0.1737 -0.0795
-0.0965 -0.3944 0.2731
-0.0170 0.0733 -0.1573
0.0028 0.0173 -0.0723
0.0677 0.2843 0.0466
-0.0171 0.0163 0.0003

The value obtained for the HOMO energy is -9.6 eV. Its net charge is 0. Its spin multiplicity is 1. Its electronic energy is -84855.3647 eV. For the maximum force, the calculation gives 0.73 eV/A. For the HOMO-LUMO gap, the calculation gives 7.795 eV.